(1)
C4H8O3 in the gas phase at a distorted geometry. Source: OMol25; level of theory: the ωB97M-V functional and the def2-TZVPD basis.

SMILES	O=C(O)CCCO
HOMO-LUMO gap	11.146	eV
LUMO level	0.70	eV
highest occupied orbital energy	-10.45	eV

Geometry as ORCA input:
```
! RIJCOSX wB97M-V def2-TZVPD def2/J DEFGRID3
* xyz 0 1
O 1.434 -1.730 0.574
C 1.428 -0.859 -0.253
O 2.455 -0.714 -1.107
C 0.201 -0.105 -0.656
C -0.534 0.593 0.550
C -1.894 1.090 -0.010
O -2.819 1.451 0.979
H 3.181 -1.288 -0.849
H 0.349 0.741 -1.329
H -0.412 -0.811 -1.193
H 0.107 1.389 0.951
H -0.708 -0.189 1.318
H -2.290 0.316 -0.673
H -1.575 1.887 -0.702
H -2.315 2.052 1.539
*
```

=====

(2)
C4H8O3 in the gas phase. Source: OMol25; level of theory: the ωB97M-V functional and the def2-TZVPD basis.

SMILES	O=C(CO)CCO
HOMO-LUMO gap	10.757	eV
LUMO level	0.61	eV
highest occupied orbital energy	-10.14	eV

Geometry as ORCA input:
```
! RIJCOSX wB97M-V def2-TZVPD def2/J DEFGRID3
* xyz 0 1
O -1.003 -1.473 -0.168
C -0.721 -0.783 -1.371
C 0.507 0.086 -1.095
C 0.278 0.857 0.190
O -0.319 1.917 0.176
C 0.734 0.293 1.527
O 0.348 1.144 2.564
H -1.780 -2.026 -0.279
H -1.558 -0.138 -1.673
H -0.512 -1.482 -2.193
H 0.626 0.815 -1.904
H 1.404 -0.540 -1.041
H 0.291 -0.706 1.637
H 1.828 0.163 1.509
H -0.124 1.872 2.123
*
```

=====

(3)
A molecular structure, C4H8O3. Source: OMol25; level of theory: the ωB97M-V functional and the def2-TZVPD basis.

HOMO-LUMO gap	10.572	eV
LUMO level	0.35	eV
highest occupied orbital energy	-10.22	eV

Geometry as ORCA input:
```
! RIJCOSX wB97M-V def2-TZVPD def2/J DEFGRID3
* xyz 0 1
C 2.132 -0.062 0.685
O 1.213 -0.600 1.417
C 0.437 -0.612 -0.193
O 0.529 -1.636 -0.809
C -0.859 0.128 0.174
C -1.419 0.848 -1.050
O -1.741 -0.853 0.650
H 2.780 -0.709 0.073
H 2.580 0.902 0.977
H 1.321 0.321 -0.454
H -0.677 0.825 0.992
H -0.814 1.719 -1.324
H -2.430 1.188 -0.807
H -1.478 0.174 -1.911
H -1.656 -1.619 0.062
*
```

=====

(4)
C4H8O3 in the gas phase. Source: OMol25; level of theory: the ωB97M-V functional and the def2-TZVPD basis.

SMILES	CCOC(=O)CO
HOMO-LUMO gap	11.433	eV
LUMO level	0.85	eV
highest occupied orbital energy	-10.58	eV

Geometry as ORCA input:
```
! RIJCOSX wB97M-V def2-TZVPD def2/J DEFGRID3
* xyz 0 1
C 2.082 -0.496 -0.587
C 1.463 0.123 0.657
O 0.096 -0.269 0.854
C -0.805 0.327 0.074
O -0.550 1.161 -0.771
C -2.228 -0.128 0.357
O -3.122 0.455 -0.543
H 2.213 -1.578 -0.471
H 1.429 -0.334 -1.441
H 3.058 -0.023 -0.793
H 1.512 1.212 0.643
H 1.965 -0.227 1.553
H -2.259 -1.223 0.287
H -2.467 0.148 1.395
H -2.583 1.047 -1.091
*
```

=====

(5)
2 unconnected molecules or ions with the total composition C4H8O3. Source: OMol25; level of theory: the ωB97M-V functional and the def2-TZVPD basis.

SMILES	C=CC(=O)OC.O
HOMO-LUMO gap	10.667	eV
LUMO level	0.25	eV
highest occupied orbital energy	-10.41	eV

Geometry as ORCA input:
```
! RIJCOSX wB97M-V def2-TZVPD def2/J DEFGRID3
* xyz 0 1
C 2.457 -0.482 0.748
O 1.205 -0.981 0.264
C 0.417 -0.055 -0.287
O 0.681 1.134 -0.265
C -0.854 -0.599 -0.826
C -1.666 0.222 -1.498
O -2.096 0.875 1.304
H 2.310 0.249 1.547
H 3.009 -1.351 1.109
H 2.993 -0.001 -0.074
H -1.180 -1.577 -0.477
H -1.846 -0.027 1.050
H -1.314 1.205 -1.805
H -2.716 -0.006 -1.656
H -1.401 1.392 0.866
*
```

=====

(6)
A molecular structure, C4H8O3S at a distorted geometry. Source: OMol25; level of theory: the ωB97M-V functional and the def2-TZVPD basis.

HOMO-LUMO gap	8.564	eV
LUMO level	0.16	eV
highest occupied orbital energy	-8.41	eV

Geometry as ORCA input:
```
! RIJCOSX wB97M-V def2-TZVPD def2/J DEFGRID3
* xyz 0 1
C -1.237 -0.945 -0.259
C -0.043 0.016 0.009
C 0.561 0.861 -0.967
C 1.278 -0.419 -0.441
H -3.206 -0.463 0.215
H -1.174 -2.056 0.053
H -1.303 -0.992 -1.484
H -1.047 0.858 1.496
H 0.247 0.866 -1.959
H 0.595 1.800 0.737
H 1.238 -1.207 -1.182
H 2.383 -0.175 1.962
O -2.217 -0.107 0.363
O -0.125 0.605 1.320
O 1.196 1.957 -0.200
S 2.853 -0.600 0.336
*
```

=====

(7)
A molecular structure, C4H8O3Tb at a distorted geometry. Source: OMol25; level of theory: the ωB97M-V functional and the def2-TZVPD basis.

expectation value of S²	16.725
HOMO-LUMO gap (alpha / beta)	5.944 / 6.965	eV
LUMO level (alpha / beta)	-11.59 / -10.16	eV
highest occupied orbital energy (alpha / beta)	-17.53 / -17.13	eV

Geometry as ORCA input:
```
! RIJCOSX wB97M-V def2-TZVPD def2/J DEFGRID3
* xyz 2 8
C 1.954 0.848 -1.210
C 1.961 -0.538 -0.608
O 1.506 -0.383 0.731
H 2.532 0.859 -2.142
H 0.919 1.164 -1.402
H 2.355 1.564 -0.480
H 2.969 -0.981 -0.585
H 1.334 -1.223 -1.198
O -2.067 -0.773 2.009
Tb -0.123 -1.772 2.516
O 0.078 -0.354 0.700
C -2.054 0.158 1.108
C -2.975 0.107 -0.002
H -3.074 0.943 -0.694
H -1.739 1.170 1.414
H -3.577 -0.789 -0.158
*
```

=====

(8)
A molecular structure, C4H8O3V at a distorted geometry. Source: OMol25; level of theory: the ωB97M-V functional and the def2-TZVPD basis.

expectation value of S²	6.007
HOMO-LUMO gap (alpha / beta)	9.697 / 8.313	eV
LUMO level (alpha / beta)	-14.34 / -15.90	eV
highest occupied orbital energy (alpha / beta)	-24.04 / -24.22	eV

Geometry as ORCA input:
```
! RIJCOSX wB97M-V def2-TZVPD def2/J DEFGRID3
* xyz 3 5
H -2.367 -0.680 -1.261
C -2.214 0.628 0.430
H -2.233 -0.181 1.164
H -2.149 1.662 0.781
C -2.315 0.354 -0.913
H -2.289 1.165 -1.644
H -3.386 0.553 -0.183
O 1.357 0.740 2.167
C 1.809 0.132 1.115
O 2.751 -0.653 1.276
V 3.986 -1.435 2.298
O 1.154 0.323 0.040
C 1.436 -0.515 -1.115
H 2.491 -0.407 -1.384
H 1.189 -1.553 -0.873
H 0.780 -0.133 -1.898
*
```

=====

(9)
2 unconnected molecules or ions with the total composition C4H8O4 at a distorted geometry. Source: OMol25; level of theory: the ωB97M-V functional and the def2-TZVPD basis.

SMILES	CC(=O)O.O/C=C\O
HOMO-LUMO gap	9.088	eV
LUMO level	0.56	eV
highest occupied orbital energy	-8.52	eV

Geometry as ORCA input:
```
! RIJCOSX wB97M-V def2-TZVPD def2/J DEFGRID3
* xyz 0 1
C -0.500 1.683 -1.339
C 1.774 -1.968 1.082
C -1.525 0.802 -1.181
C 0.465 -1.323 0.617
O -0.155 2.509 -0.261
O -2.109 0.523 0.019
O 0.027 -0.368 1.331
O -0.032 -1.568 -0.478
H -0.100 1.796 -2.303
H 1.790 -2.986 0.677
H 1.818 -1.990 2.141
H 2.595 -1.426 0.680
H -1.883 0.195 -1.996
H -1.753 1.134 0.569
H -0.879 -0.207 0.981
H 0.466 3.194 -0.539
*
```

=====

(10)
2 unconnected molecules or ions with the total composition C4H8O4P at a distorted geometry. Source: OMol25; level of theory: the ωB97M-V functional and the def2-TZVPD basis.

HOMO-LUMO gap	7.340	eV
LUMO level	3.66	eV
highest occupied orbital energy	-3.68	eV

Geometry as ORCA input:
```
! RIJCOSX wB97M-V def2-TZVPD def2/J DEFGRID3
* xyz -1 1
C 0.156 -0.765 -1.223
C -0.060 0.611 -0.853
C 0.234 -1.105 -2.640
C 0.873 0.520 2.469
O -2.514 1.860 1.285
O -1.880 -0.567 1.878
O 1.212 0.042 -0.798
O -0.156 1.424 2.200
P -1.489 0.775 1.385
H -0.007 -1.388 -0.384
H -0.473 1.304 -1.506
H 0.572 -0.220 -3.346
H -0.734 -1.476 -3.176
H 0.842 -1.981 -2.969
H 1.079 0.886 3.470
H 1.617 0.703 1.799
H 0.726 -0.623 2.407
*
```

=====

(11)
C4H8O4S4 in the gas phase at a distorted geometry. Source: OMol25; level of theory: the ωB97M-V functional and the def2-TZVPD basis.

expectation value of S²	2.007
HOMO-LUMO gap (alpha / beta)	8.033 / 5.788	eV
LUMO level (alpha / beta)	0.22 / -3.73	eV
highest occupied orbital energy (alpha / beta)	-7.81 / -9.52	eV

Geometry as ORCA input:
```
! RIJCOSX wB97M-V def2-TZVPD def2/J DEFGRID3
* xyz 0 3
C -0.411 -0.668 0.892
C -3.088 0.716 0.397
C 1.657 -1.034 -1.712
C 1.094 -0.401 1.098
O -0.837 1.917 -0.095
O -1.132 -0.108 -1.402
O 3.455 -0.618 0.165
O 2.275 1.388 -0.629
S -1.252 -1.948 1.373
S 1.073 1.074 2.249
S -1.309 0.574 -0.162
S 2.231 -0.053 -0.302
H -3.556 1.294 -0.361
H -3.697 -0.166 0.231
H -2.961 1.004 1.385
H 1.955 -2.036 -1.612
H 0.580 -0.872 -1.825
H 2.095 -0.683 -2.708
H 1.523 -1.315 1.572
H 0.305 1.934 1.443
*
```

=====

(12)
A molecular structure, C4H8O4Si at a distorted geometry. Source: OMol25; level of theory: the ωB97M-V functional and the def2-TZVPD basis.

HOMO-LUMO gap	8.239	eV
LUMO level	0.30	eV
highest occupied orbital energy	-7.93	eV

Geometry as ORCA input:
```
! RIJCOSX wB97M-V def2-TZVPD def2/J DEFGRID3
* xyz 0 1
C 2.605 -0.362 0.576
C 2.316 -0.078 -0.710
C -1.446 -1.231 -0.010
C -2.305 -0.162 -0.706
O -0.695 -0.599 1.015
O -1.647 1.097 -0.472
O -0.081 2.150 1.382
O 1.324 0.777 -1.028
Si -0.355 0.890 0.498
H 3.621 -0.857 0.743
H 1.877 -0.353 1.345
H 2.941 -0.337 -1.551
H -2.158 -1.995 0.527
H -0.711 -1.540 -0.748
H -2.324 -0.419 -1.784
H -3.244 0.015 -0.129
H 0.282 3.005 1.051
*
```

=====

(13)
C4H8OP2 in the gas phase at a distorted geometry. Source: OMol25; level of theory: the ωB97M-V functional and the def2-TZVPD basis.

HOMO-LUMO gap (alpha / beta)	6.505 / 7.110	eV
LUMO level (alpha / beta)	-1.47 / -1.50	eV
highest occupied orbital energy (alpha / beta)	-7.97 / -8.61	eV

Geometry as ORCA input:
```
! RIJCOSX wB97M-V def2-TZVPD def2/J DEFGRID3
* xyz 0 1
C 1.911 -0.639 -1.160
C -0.171 1.076 0.154
C -1.834 -0.409 1.059
C -1.188 0.110 -0.238
O 2.561 1.730 0.332
P 2.212 -1.543 0.416
P 1.542 0.700 0.093
H 2.776 -0.341 -1.870
H 1.288 -0.988 -1.966
H -0.318 1.863 0.753
H -0.981 -0.748 1.569
H -2.648 -1.067 0.763
H -2.377 0.327 1.659
H -1.923 0.562 -0.764
H -0.853 -0.633 -0.801
*
```

=====

(14)
C4H8OS in the gas phase at a distorted geometry. Source: OMol25; level of theory: the ωB97M-V functional and the def2-TZVPD basis.

HOMO-LUMO gap	8.508	eV
LUMO level	-0.34	eV
highest occupied orbital energy	-8.85	eV

Geometry as ORCA input:
```
! RIJCOSX wB97M-V def2-TZVPD def2/J DEFGRID3
* xyz 0 1
C -0.328 0.903 0.366
C -1.496 0.000 -0.315
C -0.327 -1.209 -0.346
C 0.463 -0.385 0.436
H 1.603 1.109 -0.640
H -0.594 1.231 1.354
H -1.813 0.061 -1.434
H -2.416 -0.044 0.405
H -0.115 -1.602 -1.451
H -0.724 -2.174 0.116
H 0.525 -0.659 1.504
H 2.572 1.110 0.739
O 0.435 1.894 -0.513
S 2.214 -0.235 -0.222
*
```

=====

(15)
A molecular structure, C4H8OS at a distorted geometry. Source: OMol25; level of theory: the ωB97M-V functional and the def2-TZVPD basis.

HOMO-LUMO gap	9.665	eV
LUMO level	0.76	eV
highest occupied orbital energy	-8.90	eV

Geometry as ORCA input:
```
! RIJCOSX wB97M-V def2-TZVPD def2/J DEFGRID3
* xyz 0 1
C -0.523 1.779 -0.311
C -0.465 0.502 0.772
C -0.182 -1.619 -0.326
C 0.549 -0.645 0.504
H -0.823 1.205 -1.357
H -1.329 2.332 0.197
H 0.361 2.478 -0.434
H -0.457 0.714 1.693
H 0.007 -1.758 -1.418
H -0.001 -2.532 0.304
H 0.989 -1.250 1.438
H 1.798 -0.033 -1.000
O 1.910 -0.401 -0.068
S -1.834 -0.773 0.007
*
```

=====

(16)
C4H8OS2 in the gas phase at a distorted geometry. Source: OMol25; level of theory: the ωB97M-V functional and the def2-TZVPD basis.

SMILES	CSSCCC=O
HOMO-LUMO gap	9.329	eV
LUMO level	0.69	eV
highest occupied orbital energy	-8.64	eV

Geometry as ORCA input:
```
! RIJCOSX wB97M-V def2-TZVPD def2/J DEFGRID3
* xyz 0 1
C 0.910 -0.865 -0.863
C 0.334 -2.223 -1.109
O -0.549 -2.458 -1.889
C -0.013 0.313 -1.224
S -1.575 0.359 -0.400
S -1.326 0.140 1.576
C -0.638 1.665 2.224
H 1.376 -0.734 0.113
H 1.746 -0.712 -1.565
H 0.862 -3.043 -0.578
H -0.249 0.291 -2.298
H 0.525 1.266 -1.223
H 0.304 2.018 1.793
H -0.336 1.513 3.263
H -1.371 2.471 2.179
*
```